Entry 1:
The following is a DFT calculation (wB97M-V/def2-TZVPD) of a cluster of 3 separate species, C23H50O4 in total at a distorted geometry.

Max |F| = 8.8 eV/A
E_HOMO = -0.35819 Eh
M = 390.6 g mol⁻¹
Charge = 0
SMILES = COCCOCCCCCCOC(C)=O.CCCCCC.CCCCCC
E_LUMO = 0.60 eV

Geometry as XYZ:
```
77
Properties=species:S:1:pos:R:3:forces:R:3
C 1.9305 -4.6367 4.0529 -0.7227 -1.1796 -0.4202
O 1.4006 -4.0371 2.7830 -0.6631 -1.9819 1.2831
C 0.2098 -4.8511 2.4945 -0.7511 0.3113 0.0161
C -0.8153 -4.2201 1.3826 -0.4388 -0.1725 -0.2425
O -0.8148 -2.7520 1.2907 -1.9646 -1.1369 -0.0959
C -2.2139 -2.2231 1.1845 0.3265 0.8062 0.7346
C -2.7113 -1.8360 2.7018 0.1503 0.6718 -0.1908
C -4.3137 -1.4217 2.7991 0.4150 0.7038 1.0022
C -5.2224 -2.5182 3.6166 -0.3458 0.2100 0.0967
C -5.9200 -3.6718 2.6794 -0.7353 -0.4475 1.1598
C -5.8151 -5.1047 3.5202 -0.2698 0.5316 0.2907
O -6.2580 -6.2745 2.6926 3.7832 -0.9543 0.6170
C -5.0835 -7.1893 2.7198 0.1727 -3.9719 4.0394
C -3.9087 -6.9401 1.5747 -1.0402 0.6483 0.3623
O -4.9984 -8.1389 3.6659 -0.5990 6.1826 -6.2706
H 3.0838 -4.4890 4.1846 -2.4080 0.0707 -0.3910
H 1.6922 -5.8002 3.9502 0.9164 2.2961 0.5356
H 1.2759 -4.2532 4.9444 1.4804 -0.5126 -1.5101
H -0.3982 -4.9302 3.5130 1.1469 -0.1174 -2.0982
H 0.5450 -5.9237 2.0947 -0.8031 2.1331 1.0094
H -1.9147 -4.5289 1.7300 2.4339 0.2487 -0.8326
H -0.5840 -4.6505 0.2958 -0.5108 0.7877 2.3363
H -2.9378 -2.9568 0.6189 1.4327 1.2564 1.1491
H -2.1460 -1.2163 0.5776 -0.0959 -2.1237 1.0771
H -2.0805 -0.8763 3.0260 -1.2666 -2.1708 -0.7892
H -2.4169 -2.6742 3.4825 -0.7774 1.5191 -1.7207
H -4.7745 -1.1085 1.7486 0.9661 -0.9823 2.1575
H -4.3354 -0.4199 3.4476 -0.0356 -2.1725 -1.4202
H -6.0728 -1.9134 4.1874 1.7628 -1.4020 -1.2477
H -4.5904 -3.0696 4.4656 -1.1229 1.3874 -1.8899
H -5.4849 -3.7440 1.5876 -0.6905 0.0276 2.3088
H -7.0748 -3.4265 2.6151 2.4018 -0.5456 -0.1759
H -6.5349 -5.1236 4.4710 1.6726 0.3282 -2.0677
H -4.7189 -5.3121 3.8918 -2.0462 0.6670 -0.6737
H -3.7071 -5.7689 1.5446 -0.3826 -2.5350 0.1145
H -4.3826 -7.2135 0.5328 1.0195 0.4015 2.1115
H -2.9166 -7.5423 1.8037 -2.3993 1.2363 -0.3912
C 0.0463 0.0918 -0.8892 0.2144 -0.1539 0.1371
C -0.4667 1.2418 -0.0357 -0.1677 0.0121 -0.1185
C -1.2274 2.2975 -0.8423 -0.0198 0.1291 0.1344
C -0.4030 3.0209 -1.9135 0.0519 -0.1178 -0.0899
C 0.8474 3.7396 -1.3997 -0.0960 0.0176 -0.1590
C 0.5338 4.8542 -0.4137 0.1859 0.0784 0.1306
H 0.7637 0.4339 -1.6403 -0.0860 -0.0354 0.0183
H 0.5525 -0.6472 -0.2596 -0.0976 0.0077 -0.1409
H -0.7802 -0.4105 -1.4030 0.0936 0.0363 -0.0188
H 0.3675 1.6986 0.5047 -0.0466 0.0242 0.0026
H -1.1415 0.8347 0.7271 0.0782 0.1022 0.0073
H -1.6494 3.0332 -0.1474 0.0243 -0.0328 -0.0829
H -2.0861 1.8208 -1.3309 0.0618 0.0094 0.0337
H -1.0518 3.7511 -2.4135 0.0701 -0.0409 0.0439
H -0.1035 2.3061 -2.6888 -0.0498 0.0411 0.0666
H 1.3768 4.1718 -2.2579 -0.0302 -0.1012 0.0657
H 1.5394 3.0257 -0.9410 -0.0471 -0.0093 -0.0408
H -0.1189 5.6051 -0.8693 0.0122 -0.0606 0.0726
H 1.4583 5.3528 -0.1047 -0.1480 0.0136 0.0160
H 0.0469 4.4723 0.4879 0.0162 0.0660 -0.0711
C 6.1961 7.0940 -5.1249 0.1912 0.0451 -0.0871
C 5.4920 5.7829 -5.4401 -0.1946 0.0618 -0.0265
C 4.3255 5.4836 -4.4949 -0.0437 -0.1563 -0.0340
C 4.7071 5.3094 -3.0203 0.0790 0.1303 0.0261
C 5.7374 4.2127 -2.7380 -0.1198 0.0868 0.1239
C 5.2519 2.8233 -3.1213 0.1683 -0.1696 -0.0212
H 6.6456 7.0825 -4.1279 -0.0453 0.0425 -0.0777
H 6.9982 7.2735 -5.8481 -0.0773 0.0652 0.1208
H 5.4964 7.9346 -5.1797 0.0834 -0.0660 0.0532
H 6.2172 4.9641 -5.4265 -0.0495 -0.0186 0.0170
H 5.1045 5.8339 -6.4648 0.0403 -0.0733 0.1044
H 3.8103 4.5823 -4.8478 0.0265 0.0694 0.0572
H 3.5915 6.2956 -4.5680 0.0664 -0.0459 -0.0103
H 3.7942 5.0939 -2.4508 0.0758 -0.0055 -0.0279
H 5.0883 6.2590 -2.6269 -0.0518 -0.0562 -0.0454
H 5.9659 4.2187 -1.6650 0.0111 0.0486 -0.1304
H 6.6792 4.4290 -3.2529 -0.0550 0.0361 0.0195
H 4.3359 2.5676 -2.5800 0.0318 0.0087 -0.0830
H 6.0127 2.0774 -2.8693 -0.1478 0.0119 -0.0525
H 5.0545 2.7448 -4.1940 -0.0204 -0.0195 0.0938
```
Forces are in eV/Å.



Entry 2:
The following is a DFT calculation (wB97M-V/def2-TZVPD) of a cluster of 3 separate species, C20H38BClNO17PS2 in total at a distorted geometry.

Max |F| = 9.4 eV/A
E_HOMO = -0.36741 Eh
M = 705.9 g mol⁻¹
Charge = 0
SMILES = CCCCCCCC[C@@]1(B(O)O)[C@@H](CON=O)OC(=O)[C@]1([C@H](Cl)CC)P(=O)(O)O.O=S1(=O)OCCO1.O=S1(=O)OCCO1
E_LUMO = -0.25 eV

Geometry as XYZ:
```
81
Properties=species:S:1:pos:R:3:forces:R:3
C -3.3192 -1.3651 3.4284 0.2235 0.3897 1.2567
C -3.9141 -0.1029 2.5678 0.3371 0.5466 -0.0974
C -3.7520 -0.2945 0.9142 0.5811 -0.2091 1.1037
C -2.6149 0.8037 0.4549 -1.0594 0.6668 -0.0806
C -2.3389 0.8704 -1.1601 -0.5467 -0.9171 -0.3453
C -1.0431 0.0128 -1.6816 0.7340 0.7255 -0.4069
C 0.3983 0.4983 -0.9853 -0.6951 0.8777 -1.1628
C 1.6312 -0.4719 -1.4515 -0.9556 0.4737 -0.6376
C 2.3016 -1.3877 -0.2748 0.2579 -0.9877 -1.9769
B 0.9977 -2.2415 0.2783 -2.1691 -1.4339 1.2247
O 0.3209 -3.3134 -0.5364 2.6340 1.1555 2.3194
O 0.3253 -1.9955 1.6034 1.0427 1.6520 -3.4354
C 3.1973 -2.4759 -1.1107 2.3252 -1.2994 -0.0415
C 4.0081 -2.0379 -2.4620 -1.3474 0.8346 -0.8699
O 5.1839 -2.9517 -2.6497 -3.2306 2.1873 0.0625
N 4.6722 -3.9441 -3.4450 5.1650 -3.2604 0.7460
O 5.5665 -4.7906 -3.4803 -3.5021 1.7431 -0.8615
O 4.3275 -2.8363 -0.1919 1.1053 3.3760 0.2095
C 4.8445 -1.5373 0.2647 4.0298 0.6090 0.4539
O 6.1016 -1.0930 0.3270 -8.8078 -3.3436 -0.6341
C 3.4205 -0.8006 0.7474 1.2016 0.7586 -0.2806
C 3.8223 0.7751 0.8013 1.5922 0.0634 -0.0058
Cl 2.4888 1.9104 1.4626 0.8334 -1.1329 -0.4883
C 4.3523 1.4489 -0.5865 0.2705 1.7053 0.5181
C 5.3803 2.6888 -0.1347 0.2719 -1.0754 0.8861
P 3.4156 -1.3865 2.6062 4.5047 -0.0828 4.6892
O 4.8574 -1.1071 3.2736 -5.7291 -0.7849 -3.0894
O 2.2612 -0.5494 3.5981 0.7628 -1.5165 -3.0111
O 3.2176 -3.1474 2.7380 -2.2183 3.6052 0.4769
H -4.1607 -2.0877 3.8639 1.8528 1.4511 -1.2813
H -2.4675 -1.9754 2.8729 -1.9879 1.2488 0.9320
H -2.7895 -0.9043 4.3918 -1.1408 -1.0285 -1.9833
H -5.0286 0.1733 2.8759 2.3616 -0.8413 -0.6673
H -3.2683 0.8492 2.8827 -1.5088 -2.1892 -0.7918
H -3.3391 -1.4014 0.7667 -0.9876 2.3529 -0.0182
H -4.7936 -0.1661 0.3705 2.3160 -0.1815 0.9600
H -1.6677 0.6171 1.1163 -1.6083 0.3868 -1.3320
H -3.0453 1.8685 0.7809 1.0202 -2.2663 -0.6113
H -2.2797 1.9789 -1.5893 0.0388 -2.3515 1.1534
H -3.2970 0.3851 -1.6805 2.3076 1.2406 1.2771
H -1.1550 -1.1521 -1.5947 -0.0177 2.1861 0.0597
H -0.9146 0.2644 -2.8410 -0.3085 -0.7122 2.3870
H 0.6013 1.5751 -1.4596 -0.3886 -2.2387 1.2835
H 0.2945 0.6723 0.1651 0.3384 -0.5039 -2.1107
H 1.1609 -1.2417 -2.2350 1.0604 1.4878 1.7254
H 2.3747 0.1845 -2.0718 -1.0843 -1.4297 1.4596
H 0.4752 -4.1929 -0.0821 -0.5512 1.4236 -0.6464
H -0.0238 -1.0492 1.4935 0.5734 -1.6945 0.5407
H 2.7768 -3.5348 -1.3653 0.1308 2.2329 0.6859
H 3.3113 -2.2436 -3.3886 1.3160 0.6290 1.8599
H 4.3343 -0.9156 -2.5144 -0.2871 -2.3252 0.3791
H 4.7203 0.8722 1.5827 -2.1392 -0.5032 -1.6221
H 3.4421 1.9776 -1.1018 1.7145 -1.4061 0.7010
H 4.9861 0.7629 -1.2866 -1.5854 1.0086 1.4053
H 5.1624 2.9292 1.0140 0.3693 -0.1382 -2.6732
H 5.2608 3.6358 -0.8153 0.3506 -1.9384 1.4216
H 6.4879 2.2439 -0.1401 -2.3997 1.2109 -0.1951
H 1.4830 -0.1888 3.0819 1.2096 -0.6541 0.6649
H 2.4219 -3.2734 3.3579 1.4963 0.1849 -1.2425
O -4.2346 0.6350 -3.5833 -1.0342 -1.6419 -0.3561
S -4.7959 -0.6686 -3.8602 -0.3823 0.1964 0.0966
O -6.0859 -1.0913 -3.3665 1.6741 0.8557 -0.6198
O -3.6899 -1.7953 -3.4536 -0.4277 0.9691 -0.3197
C -3.3764 -2.5884 -4.5972 -0.1363 -0.5026 -0.5024
C -3.6027 -1.6768 -5.8003 0.7201 -0.0376 0.0171
O -4.7575 -0.9071 -5.4733 -0.2936 -0.1847 1.0457
H -4.0599 -3.4434 -4.6165 0.0873 0.0581 -0.0462
H -2.3457 -2.9487 -4.5404 -0.1672 0.2144 0.1908
H -3.7622 -2.2380 -6.7240 -0.2251 0.1730 0.1902
H -2.7635 -0.9861 -5.9347 -0.0110 -0.1256 -0.0119
O -2.7036 2.3518 4.5824 1.2279 1.0792 -1.0991
S -2.0146 3.2702 3.7032 -0.0027 -0.2673 0.1947
O -0.9066 2.8757 2.8648 -1.4545 0.1618 1.0273
O -1.5668 4.5715 4.5772 -0.5614 -0.9043 -0.3874
C -2.1475 5.7461 4.0130 -0.0645 0.5136 -0.5087
C -3.4388 5.2820 3.3446 -0.2817 0.3834 0.5989
O -3.1274 4.0143 2.7713 1.0513 -0.3816 0.2747
H -1.4466 6.1527 3.2768 -0.0988 0.0099 0.0521
H -2.3303 6.4924 4.7908 0.0946 -0.3237 0.0102
H -3.7838 5.9783 2.5765 0.1445 -0.3120 -0.0391
H -4.2333 5.1326 4.0833 0.0683 0.0992 -0.0504
```
Forces are in eV/Å.



Entry 3:
The following is a DFT calculation (wB97M-V/def2-TZVPD) of the molecule C3H5BO2 at a distorted geometry.

Max |F| = 1.4 eV/A
E_HOMO = -0.37244 Eh
M = 83.9 g mol⁻¹
Energy relative to the best compared isomer or geometry (same formula, charge and spin) = 2.526 eV
Charge = 0
SMILES = C#CB(O)CO
E_LUMO = 0.44 eV

Geometry as XYZ:
```
11
Properties=species:S:1:pos:R:3:forces:R:3
C 2.5811 0.0511 0.4996 -0.2727 -0.0496 -0.7730
C 1.4751 0.0144 0.0123 -0.6538 0.3665 0.9394
B -0.0282 0.1090 0.4089 -0.4430 1.1431 -0.2119
O -0.4387 -0.8827 1.2158 -0.0902 -0.9858 0.4385
C -1.1580 1.2170 0.0050 1.0247 -0.5357 -0.8215
O -1.6442 0.7755 -1.2842 -0.1120 -0.2044 -0.2275
H 3.5777 0.0681 0.8391 0.4796 0.0256 0.1458
H -1.3332 -0.8040 1.5605 0.0048 0.1353 -0.0858
H -2.0103 1.2842 0.6867 0.1517 0.0080 0.2857
H -0.7778 2.2198 -0.2008 0.0144 -0.0640 0.3214
H -1.6807 -0.1884 -1.3050 -0.1035 0.1611 -0.0111
```
Forces are in eV/Å.



Entry 4:
The following is a DFT calculation (wB97M-V/def2-TZVPD) of the molecule C15H9F4NO2 at a distorted geometry.

Max |F| = 2.6 eV/A
E_HOMO = -0.34926 Eh
M = 311.2 g mol⁻¹
Charge = 0
SMILES = O=[N+]([O-])[C@H](/C=C/c1cc(F)cc(F)c1)c1cc(F)cc(F)c1
E_LUMO = -0.79 eV

Geometry as XYZ:
```
31
Properties=species:S:1:pos:R:3:forces:R:3
O -0.0611 -2.7579 1.8444 -0.6610 0.3579 -0.3758
N -0.9975 -2.2999 1.2396 -0.7254 -0.7175 -0.8793
O -2.0560 -2.9070 0.9124 2.3517 0.5496 1.0723
C -1.0901 -0.7644 0.7273 -1.4311 -1.2284 0.4663
C -0.0711 -0.2185 -0.2161 -0.0800 -0.4300 -0.0613
C 0.0763 -0.6562 -1.4748 -0.0512 0.0896 0.3819
C 1.0680 -0.1656 -2.4475 2.2189 0.2086 -1.2886
C 1.1629 -0.8013 -3.7322 -0.5665 0.3851 0.8798
C 2.1370 -0.4118 -4.6523 0.0312 -0.2945 -0.0745
F 2.1491 -1.0039 -5.8855 -0.0399 0.3735 0.9285
C 3.1245 0.5349 -4.3768 -0.9953 -0.1196 0.1430
C 3.0415 1.1333 -3.1289 -0.0716 0.2717 0.9216
F 3.9632 2.1053 -2.8378 -0.6777 -0.7422 -0.1181
C 2.0919 0.8050 -2.1444 -0.8661 -0.6373 -0.6173
C -1.4039 0.0303 2.0010 0.3946 -0.4268 -0.2909
C -0.5347 1.0153 2.4569 -0.1032 1.2083 0.6635
C -0.9090 1.7402 3.6179 1.5854 -0.4916 0.3297
F -0.0033 2.6630 4.1158 -1.0395 -0.8262 -0.6969
C -1.9819 1.4011 4.4350 0.1890 0.1850 -1.1184
C -2.8018 0.4090 3.9193 -0.2096 -1.7709 0.5902
F -3.8218 -0.0423 4.7344 0.7681 0.6059 -0.9458
C -2.5153 -0.3425 2.7648 -0.4218 1.1535 0.4223
H -2.0027 -1.1109 0.2161 0.0619 1.5834 -0.2049
H 0.4704 0.6362 0.1506 0.3806 -0.0324 -0.1139
H -0.5679 -1.4709 -1.8208 0.2226 0.1751 0.0547
H 0.4352 -1.5937 -3.9718 0.5191 0.5061 -0.0983
H 3.8376 0.8567 -5.1240 0.0235 -0.1165 0.1153
H 2.1140 1.2851 -1.1614 0.1596 -0.0666 -0.5247
H 0.4340 1.2492 1.9703 -0.9510 -0.0634 0.4609
H -2.1308 1.8518 5.4079 -0.1090 0.0258 -0.1850
H -3.1565 -1.1697 2.4608 0.0939 0.2849 0.1639
```
Forces are in eV/Å.



Entry 5:
The following is a DFT calculation (wB97M-V/def2-TZVPD) of a structure of composition C3H4ClNS at a distorted geometry.

Max |F| = 5.4 eV/A
E_HOMO = -0.31076 Eh
M = 121.6 g mol⁻¹
Energy relative to the best compared isomer or geometry (same formula, charge and spin) = 3.279 eV
Charge = 0
E_LUMO = 0.45 eV

Geometry as XYZ:
```
10
Properties=species:S:1:pos:R:3:forces:R:3
C 1.3342 0.2358 0.8049 -0.2716 0.4952 0.1374
C 0.2566 -0.1057 0.0717 -1.3308 0.8554 -0.7147
C -1.2334 -0.2694 0.2792 -1.1874 0.2725 5.3013
N 0.8182 -0.2782 -1.1912 0.7804 -0.7531 -1.0521
S 2.4220 0.1121 -0.5975 -0.8749 0.3320 0.0749
Cl -2.1889 0.3557 -1.0272 -0.2512 -0.3037 -0.7670
H 1.3847 0.7943 1.7328 0.3998 -0.6950 -0.0073
H -1.7840 0.5553 1.4146 2.2245 -2.6079 -3.1573
H -1.4918 -1.3817 0.6533 0.3091 2.6000 -1.3382
H 0.4825 -0.0181 -2.1405 0.2023 -0.1956 1.5229
```
Forces are in eV/Å.



Among the records above, which one has the highest M?
C20H38BClNO17PS2